1.
C5H10O | ωB97M-V/def2-TZVPD

```
16
Properties=species:S:1:pos:R:3:forces:R:3:mulliken_charge:R:1
C -1.189536 -0.862508 -0.539359 0.320 0.015 -0.032 -1.184
C -0.369749 0.411751 -0.325966 0.419 0.108 -0.559 0.173
C -1.174965 1.465333 0.470040 0.417 -0.117 -0.061 -1.263
C 1.415303 -0.005044 0.460548 -1.124 0.530 -1.729 -0.592
C 2.195435 -1.153149 -0.045405 -0.613 -0.002 -0.169 0.111
O 1.881898 -2.014434 -0.845879 0.028 0.421 0.600 -0.504
H -2.082913 -0.628970 -1.142795 0.320 0.059 0.177 0.364
H -1.556434 -1.302007 0.400087 0.230 0.186 -0.126 0.312
H -0.599578 -1.609904 -1.068163 -0.073 -0.009 0.033 0.360
H -0.008673 0.822661 -1.249504 -0.089 0.135 -0.460 0.354
H -0.605064 2.378083 0.660542 0.026 -0.118 -0.005 0.343
H -2.063452 1.761755 -0.118315 0.434 -0.248 0.070 0.374
H -1.564021 1.095026 1.430201 0.279 -0.079 -0.231 0.339
H 2.046507 0.887198 0.551721 -0.807 -0.122 0.389 0.288
H 0.463162 -0.085501 0.935116 0.423 -0.757 2.435 0.229
H 3.212074 -1.160292 0.427132 -0.189 -0.003 -0.330 0.295
```
Forces are in eV/Å.

* M: 86.13 g mol⁻¹
* energy above the lowest of the compared OMol25 structures with the same formula, charge and spin: 313.2 kJ/mol


2.
C4H13NO3 | ωB97M-V/def2-TZVPD

```
21
Properties=species:S:1:pos:R:3:forces:R:3:mulliken_charge:R:1
C 0.870069 1.705554 -0.842849 0.163 -0.723 -0.811 -0.930
N -0.164613 0.672823 -0.718950 -0.042 0.439 -0.314 -0.184
C 0.100513 -0.397976 0.236807 -0.277 0.285 -0.308 -0.254
C -1.208687 -0.899456 0.837709 0.674 -0.856 0.866 -0.625
O -0.988780 -1.855610 1.904791 0.389 0.062 -0.169 -0.530
C 0.861343 -1.568169 -0.377479 -0.394 -0.453 0.399 -0.524
O 2.239848 -1.270404 -0.377907 0.625 0.063 -0.301 -0.521
H 0.934638 2.011728 -1.883759 -0.387 0.334 -0.166 0.380
H 1.872153 1.283785 -0.705660 -0.070 0.329 0.731 0.315
H 0.620043 2.583312 -0.247556 0.425 -0.051 0.230 0.222
H -0.406377 0.329763 -1.635085 0.027 -0.315 -0.002 0.248
H 0.691915 0.092475 1.014807 0.147 -0.363 0.215 0.431
H -1.736171 -1.471893 0.078741 -0.453 0.256 -0.169 0.270
H -1.785995 -0.095544 1.266781 -0.268 0.316 -0.446 0.376
H -0.091421 -1.756392 2.255347 -0.336 0.089 -0.098 0.315
H 0.443304 -1.772154 -1.360872 0.129 0.297 -0.514 0.342
H 0.613787 -2.490439 0.166429 0.422 0.116 0.277 0.371
H 2.753381 -1.754877 -1.043208 -0.570 0.031 0.293 0.307
O -2.251075 2.137225 0.610803 0.108 0.550 -0.112 -0.652
H -1.855260 1.973085 -0.261627 -0.068 -0.367 0.311 0.343
H -1.512605 2.543155 1.082737 -0.242 -0.038 0.087 0.298
```
Forces are in eV/Å.

* M: 123.15 g mol⁻¹
* energy above the lowest of the compared OMol25 structures with the same formula, charge and spin: 209.0 kJ/mol
* SMILES string: CNC(CO)CO.O


3.
C7H10 | ωB97M-V/def2-TZVPD

```
17
Properties=species:S:1:pos:R:3:forces:R:3:mulliken_charge:R:1
C 2.012049 -0.030357 -0.007846 0.006 -0.019 -0.007 -1.602
C 0.497653 0.023317 -0.024591 0.223 0.094 0.041 0.827
C -0.377259 -0.822152 0.953278 0.023 -0.062 0.205 -0.631
C -1.504496 -0.377057 -0.020171 -0.250 -0.101 -0.007 -0.357
C -0.435560 -0.554346 -1.142570 0.027 -0.049 -0.208 -0.578
C -1.460354 1.141539 0.167997 0.092 0.065 -0.007 -0.554
C -0.154075 1.403271 0.151928 -0.143 0.013 0.005 -0.648
H 2.448917 0.270868 -0.967231 -0.119 -0.047 0.112 0.333
H 2.396251 0.658964 0.755044 -0.034 -0.165 -0.093 0.367
H 2.377171 -1.033258 0.237274 -0.051 0.110 -0.117 0.342
H -0.434809 -0.500611 1.997875 -0.032 0.031 -0.154 0.289
H -0.160325 -1.896614 0.890248 -0.004 0.185 -0.017 0.307
H -2.476368 -0.874073 -0.052653 0.174 0.079 -0.011 0.484
H -0.557876 0.041747 -2.053019 0.027 -0.064 0.160 0.295
H -0.240988 -1.605716 -1.388387 0.035 0.153 0.093 0.297
H -2.307247 1.808191 0.278935 0.129 -0.090 -0.036 0.422
H 0.377312 2.346287 0.223891 -0.103 -0.133 0.041 0.411
```
Forces are in eV/Å.

* M: 94.16 g mol⁻¹
* energy above the lowest of the compared OMol25 structures with the same formula, charge and spin: 179.9 kJ/mol


4.
C5H12N2 | ωB97M-V/def2-TZVPD

```
19
Properties=species:S:1:pos:R:3:forces:R:3:mulliken_charge:R:1
C -2.085710 -1.399718 -0.063558 -2.197 3.796 1.650 -1.165
C -1.145354 -0.643249 -0.804043 3.582 1.928 -0.435 0.368
C 3.044016 -0.150031 0.601818 -2.864 0.822 1.447 -0.155
C -0.230448 0.555072 1.088543 2.368 -0.504 1.787 -1.192
C 0.338623 1.114330 -1.262721 1.974 2.575 0.558 -0.702
N 3.994305 -0.552090 0.191974 3.565 -1.599 -2.043 0.176
N -0.237349 0.237975 -0.269976 -3.901 -3.280 -4.424 0.205
H -3.090574 -1.013969 -0.459992 0.935 -0.536 0.348 0.330
H -2.071715 -1.107507 0.993883 -0.114 -0.121 -0.195 0.299
H -1.087976 -0.674991 -1.923540 -0.261 -0.223 1.207 0.294
H 2.068773 0.159596 1.010716 0.906 -0.114 -0.143 0.346
H -1.100291 1.055726 1.371731 -1.344 1.271 0.536 0.436
H -0.234430 -0.394797 1.659050 0.484 0.688 0.089 0.431
H 0.671093 1.221922 1.255480 -1.222 -0.643 0.363 0.596
H -0.051819 2.179762 -1.072322 0.309 -1.557 -0.689 0.355
H 1.477345 1.236613 -1.109671 -1.650 -0.406 -0.329 0.223
H 0.130400 0.715068 -2.259459 0.193 0.569 0.245 0.322
H 4.834462 -0.961603 -0.303134 -0.988 0.633 0.859 0.425
H -2.151915 -2.409674 -0.074025 0.224 -3.300 -0.831 0.406
```
Forces are in eV/Å.

* net charge: +2
* M: 100.16 g mol⁻¹
* energy above the lowest of the compared OMol25 structures with the same formula, charge and spin: 297.5 kJ/mol


5.
C5H13N2O | ωB97M-V/def2-TZVPD

```
21
Properties=species:S:1:pos:R:3:forces:R:3:mulliken_charge:R:1
N -2.446764 -2.328148 2.032466 0.540 0.160 -0.514 -0.415
C -1.707854 -1.187768 1.793072 -2.345 -0.600 0.778 -0.080
C -1.059115 -0.923116 0.668906 0.462 -0.294 -1.191 -0.543
C -0.199053 0.298136 0.514436 0.430 -0.036 -0.253 -0.733
C 0.601694 0.448426 -0.785371 0.601 0.803 -0.008 0.015
N 0.161678 1.711922 -1.613161 0.568 -1.150 1.732 -0.341
C 2.114868 0.657547 -0.541699 -0.884 0.207 -0.934 -0.712
O 2.702115 0.684023 -1.841933 0.372 -0.445 0.349 -0.515
H -2.295733 -3.138834 1.459423 -0.082 -0.094 0.087 0.192
H -2.924553 -2.459798 2.901546 0.059 0.020 0.067 0.211
H -1.994775 -0.462172 2.559631 1.009 0.224 -0.145 0.307
H -1.071354 -1.657389 -0.149255 0.143 0.186 0.431 0.207
H -0.792974 1.211891 0.647995 0.289 0.034 0.439 0.440
H 0.593800 0.183523 1.265498 -0.364 0.778 0.208 0.254
H 0.494552 -0.332698 -1.541724 -0.197 -0.317 0.446 0.524
H 0.492408 2.529081 -1.100884 -0.217 0.183 -0.060 0.367
H -0.855084 1.668289 -1.578647 -0.023 0.424 -0.961 0.334
H 0.676059 1.672478 -2.496412 -0.592 0.085 -0.248 0.383
H 2.434418 -0.041677 0.252300 0.427 -0.096 -0.886 0.383
H 2.370068 1.663007 -0.219180 -0.412 0.146 0.706 0.372
H 2.705600 -0.196722 -2.227006 0.216 -0.218 -0.043 0.349
```
Forces are in eV/Å.

* net charge: +1
* M: 117.17 g mol⁻¹
* energy above the lowest of the compared OMol25 structures with the same formula, charge and spin: 229.3 kJ/mol
* SMILES string: N/C=C/C[C@@H]([NH3+])CO


6.
C8H10BiO5 | ωB97M-V/def2-TZVPD

```
24
Properties=species:S:1:pos:R:3:forces:R:3:mulliken_charge:R:1
Bi -0.205930 0.395744 -2.307026 -0.296 -2.855 1.614 1.432
C -0.087736 2.324830 -0.845796 1.217 2.483 5.433 0.240
O 0.126713 2.838048 0.164472 -1.096 -2.000 -4.875 0.072
C -0.327716 2.116925 -3.948765 0.355 6.478 -2.303 0.276
O -0.255859 3.212694 -4.296648 -0.402 -5.064 1.224 0.072
C -2.591175 0.601002 -1.550489 -4.429 2.186 2.633 0.234
O -3.498971 1.018389 -0.986171 3.482 -1.911 -2.336 0.033
C 2.220155 0.630023 -1.934747 5.100 1.619 3.070 0.226
O 3.155890 0.906296 -1.325428 -3.824 -1.326 -2.816 0.045
H -0.276592 -2.192168 -3.425783 -0.003 0.085 -0.119 0.162
H -0.282211 -1.727444 -4.028197 0.001 -0.129 0.055 -0.064
C -0.213129 -0.343005 2.828777 0.617 0.651 -0.336 -0.644
C 0.791144 -1.438176 2.436517 -0.414 -0.501 0.025 -0.591
C 1.030217 -1.239172 0.941828 1.140 -0.682 -0.279 -0.492
O -0.001321 -0.334780 0.458833 -0.169 0.894 -1.684 -0.124
C -0.958677 -0.087140 1.529618 -1.231 -0.372 0.382 -0.511
H -0.877720 -0.625118 3.648074 0.062 -0.024 -0.207 0.379
H 0.333254 0.560233 3.118485 -0.163 -0.063 0.078 0.289
H 0.347403 -2.422536 2.617082 0.173 0.123 -0.057 0.303
H 1.728021 -1.375345 2.990899 -0.149 0.012 -0.016 0.342
H 2.001101 -0.768165 0.741899 -0.176 0.048 0.111 0.305
H 0.989480 -2.167865 0.352334 -0.142 0.194 0.310 0.333
H -1.785079 -0.805232 1.413234 0.185 0.157 -0.021 0.287
H -1.361261 0.921973 1.406988 0.160 -0.004 0.116 0.398
```
Forces are in eV/Å.

* net charge: +3
* M: 395.14 g mol⁻¹
* energy above the lowest of the compared OMol25 structures with the same formula, charge and spin: 14.9 kJ/mol


Let's list highest occupied orbital energy in order: -8.95; -9.02; -8.79; -19.25; -11.24; -20.73 eV.